Record 1
C33H38BCeN7OS7 | ωB97M-V/def2-TZVPD

Last column: Löwdin spin population.
Positions of all 88 atoms, in Å:
S: -2.47 -0.67 -1.50  -0.003
C: -3.64 -4.10 1.34  0.000
S: -0.18 0.40 -3.23  -0.001
H: 0.18 -1.46 -5.60  0.000
C: -0.67 2.95 3.27  0.000
H: -0.27 -4.44 0.91  0.000
H: -1.70 -0.75 5.97  0.000
C: 3.08 1.22 -0.48  0.000
C: 4.43 2.20 -2.36  0.000
H: 5.30 2.73 -2.73  0.000
H: 4.64 0.27 0.77  0.000
H: -2.62 6.65 0.52  0.000
H: 2.33 3.32 2.24  0.000
S: 2.63 -0.95 1.29  -0.001
H: -1.47 -5.81 0.93  0.000
H: -2.98 6.65 -1.18  0.000
Ce: 0.12 -0.36 -0.27  1.014
H: 2.78 4.05 0.62  0.000
H: 3.71 1.71 -4.33  0.000
H: -3.56 -2.99 -2.66  0.000
N: -1.60 3.81 -1.87  0.000
C: 3.09 -2.61 1.06  0.000
S: 0.82 4.74 -2.14  0.000
N: -2.25 -3.97 1.36  0.000
C: 2.88 3.21 1.31  0.000
H: 4.94 2.36 -0.30  0.000
C: 2.43 0.86 -2.75  0.000
H: -3.00 -4.24 -4.69  0.000
N: -1.14 1.68 3.84  0.000
S: -2.31 0.96 1.47  -0.001
C: -0.66 -1.77 -4.97  0.000
H: -0.48 6.58 -0.67  0.000
C: 3.73 -0.05 0.16  0.000
B: -3.28 -1.36 3.78  0.000
H: 2.41 -5.53 -0.60  0.000
C: -3.26 4.68 -0.26  0.000
H: 5.21 -4.83 2.59  0.000
H: -1.46 3.71 3.31  0.000
C: 4.45 -4.46 1.90  0.000
C: -0.95 -1.04 -3.80  0.000
H: -4.01 -4.96 0.80  0.000
C: -0.73 4.76 -1.50  0.000
C: 3.51 1.57 -3.25  0.000
C: 3.85 -5.31 0.92  0.000
H: -5.16 -2.90 2.37  0.000
C: -1.89 -2.88 2.10  0.000
C: -4.12 -3.14 2.15  0.000
H: 4.54 -2.44 2.63  0.000
H: -1.42 -4.64 -0.45  0.000
C: -1.36 -2.92 -5.31  0.000
H: 1.79 -0.89 -3.89  0.000
N: -2.25 -0.24 3.95  0.000
C: 2.87 -4.84 0.10  0.000
C: -2.44 -3.35 -4.49  0.000
H: -4.36 -0.82 3.66  0.000
S: 1.49 -2.82 -1.15  -0.003
H: -3.43 -1.93 4.84  0.000
C: -1.91 0.80 3.11  0.000
O: 1.16 1.60 0.94  -0.001
H: -4.33 4.86 -0.13  0.000
H: -3.00 4.10 0.64  0.000
H: -3.57 4.36 -2.32  0.000
C: 2.53 -3.45 0.05  0.000
H: 3.97 -0.72 -0.66  0.000
C: -1.29 -4.78 0.61  0.000
C: -2.04 -1.52 -2.94  0.000
H: -1.23 3.09 -2.48  0.000
C: 4.22 2.02 -1.03  0.000
H: -0.33 1.70 5.81  0.000
C: -0.93 1.15 5.10  0.000
H: 3.96 3.02 1.52  0.000
C: -1.56 -0.03 5.14  0.000
H: 0.14 3.36 3.87  0.000
H: 1.63 0.70 -4.75  0.000
C: -2.76 -2.69 -3.31  0.000
N: -1.13 5.79 -0.69  0.000
H: -3.43 2.88 -1.45  0.000
N: 2.09 0.84 -1.45  -0.002
N: -3.07 -2.39 2.65  0.000
C: -3.01 3.88 -1.54  0.000
H: -0.31 2.79 2.23  0.000
C: 1.53 0.16 -3.77  0.000
H: 4.16 -6.37 0.88  0.000
C: -2.53 6.02 -0.38  0.000
S: -0.33 -2.25 2.23  -0.001
C: 4.05 -3.12 1.95  0.000
H: -1.10 -3.43 -6.23  0.000
C: 2.32 1.97 0.65  0.001

Net charge: -1
E_tot in eV: -136775.622
Highest occupied orbital energy (alpha / beta) in eV: -4.2 / -4.2
Largest force on an atom in eV Å⁻¹: 3.3
Lowest unoccupied orbital energy (alpha / beta) in eV: 2.22 / 2.22
Gap between HOMO and LUMO (alpha / beta) in eV: 6.4 / 6.4
Multiplicity: 2

Record 2
C33H38CuN4S | ωB97M-V/def2-TZVPD

Last column: Löwdin spin population.
Positions of all 77 atoms, in Å:
H: 1.76 1.94 -2.13  0.000
C: 2.25 -1.74 2.28  0.001
H: 0.38 2.49 2.67  0.000
H: 3.89 -1.78 -0.33  0.000
C: -0.22 -0.27 7.62  0.025
N: -1.94 -1.31 0.62  0.000
H: -3.74 1.15 -2.38  0.000
C: -0.69 -3.13 -0.42  0.001
H: -1.92 -2.25 5.59  0.006
H: 1.74 1.97 3.56  0.000
C: 1.58 0.18 -4.81  0.000
H: -1.09 5.09 -4.32  0.000
H: 0.17 1.07 3.67  0.001
C: -2.57 -2.97 2.74  0.000
H: -0.30 0.23 8.59  -0.006
N: -0.62 -2.52 -1.64  0.000
H: -2.89 -3.62 3.54  0.001
H: 0.85 3.22 -0.61  0.000
H: -2.10 -1.38 7.78  0.023
N: -1.19 -1.63 5.92  0.179
C: 0.32 0.92 -4.48  0.000
H: -2.93 2.90 -3.63  0.000
H: -2.22 4.47 -5.52  0.000
H: -1.38 -4.47 1.68  0.000
C: -2.73 -0.87 1.58  0.000
C: -2.94 -1.62 2.77  0.001
C: 2.83 -1.67 -0.60  0.000
H: -0.49 4.58 -5.91  0.000
H: -3.17 0.14 1.44  0.000
C: 1.29 1.51 0.60  0.000
C: -0.35 -2.13 -3.79  0.000
C: 1.86 -0.52 1.54  0.001
C: 2.52 1.32 -1.65  0.000
H: 1.86 -0.57 -4.05  0.000
C: -2.98 0.40 -2.61  0.000
C: -1.21 4.35 -5.12  0.000
H: 2.82 0.53 -2.34  0.000
C: -0.19 -1.30 5.04  0.093
H: 2.77 -1.51 -1.69  0.000
C: 1.97 0.75 -0.40  0.000
C: -1.23 -1.11 7.19  0.209
C: 1.31 0.78 1.82  0.001
H: -3.48 -0.40 -3.19  0.000
H: 1.51 -0.33 -5.78  0.000
Cu: 0.12 -0.11 -0.40  0.000
C: -0.41 -3.12 -2.90  0.000
C: -0.71 0.35 -3.71  0.000
S: -0.36 -1.32 3.37  0.064
C: -1.88 1.05 -3.38  0.000
H: -2.63 -0.04 -1.66  0.000
C: -0.67 -1.14 -1.77  0.001
H: 0.14 3.30 1.01  0.000
H: 1.77 0.51 7.14  0.021
C: -2.01 2.35 -3.85  0.000
C: 1.03 2.97 0.45  0.000
C: 0.88 1.57 3.00  0.003
H: 2.33 -2.60 1.59  0.000
C: 0.95 -0.68 5.55  0.133
C: -1.01 2.95 -4.62  0.000
H: 1.50 -2.07 3.03  0.001
C: -1.79 -3.47 1.72  0.008
C: 0.92 -0.09 6.82  0.223
H: -3.27 -1.11 3.69  0.001
H: 0.95 2.71 -5.46  0.000
H: 1.89 3.58 0.80  0.000
H: 2.41 0.90 -4.89  0.000
H: 2.33 -2.64 -0.42  0.000
H: 3.40 1.94 -1.45  0.000
H: -0.37 -4.17 -0.36  0.000
C: 0.15 2.24 -4.90  0.000
H: 3.22 -1.65 2.79  0.000
H: -0.21 -2.17 -4.85  0.000
C: -1.48 -2.61 0.62  0.002
N: -0.55 -0.93 -3.12  0.000
H: 1.77 -0.57 4.83  0.005
C: 2.17 -0.56 0.14  0.000
H: -0.33 -4.20 -2.98  0.000

Net charge: -2
E_tot in eV: -96267.380
Highest occupied orbital energy (alpha / beta) in eV: 1.7 / 0.5
Largest force on an atom in eV Å⁻¹: 3.0
Lowest unoccupied orbital energy (alpha / beta) in eV: 4.14 / 4.14
Gap between HOMO and LUMO (alpha / beta) in eV: 2.4 / 3.6
Multiplicity: 2